23
Properties=species:S:1:pos:R:3:forces:R:3 method="wB97M-V/def2-TZVPD" total_charge=+1 e_homo_ev=-14.02 total_energy_ev=-16046.577 de_lowest_kcal_mol=24.2
C 1.32035 0.22970 1.41584 -1.35 -1.29 -1.49
C 0.90711 0.79638 -1.11352 -0.13 -1.67 -1.53
C -0.53836 1.66058 0.59520 0.27 -0.64 2.83
C -0.11417 -2.01693 -0.48129 0.00 -1.88 -0.28
C -2.32768 -0.39402 -0.74768 3.51 -2.06 1.41
C 0.27171 0.40543 0.21334 -0.06 1.28 0.19
N -0.63053 -0.86618 0.13830 -0.67 3.18 3.80
I -3.77333 -1.72147 -0.06331 0.45 0.36 -0.59
H 0.72781 -0.20484 2.27128 1.00 0.69 -0.47
H 2.11728 -0.43070 1.09509 0.05 -0.56 0.20
H 1.82250 1.16542 1.62635 -0.32 0.19 0.26
H 0.13212 0.83479 -1.99972 1.45 -0.40 1.64
H 1.74942 0.05870 -1.30801 -0.83 1.24 -0.41
H 1.23947 1.83502 -1.04840 0.43 -0.39 0.09
H -1.53649 1.49077 0.95730 -0.40 -0.46 0.62
H 0.04975 2.00646 1.48565 -1.10 0.60 -0.93
H -0.69008 2.44698 -0.09672 0.49 0.56 -1.12
H 0.28621 -1.74122 -1.41747 0.31 -0.02 -1.35
H 0.68344 -2.52811 0.07620 -0.32 0.27 0.09
H -0.98800 -2.67664 -0.57646 0.59 -0.36 -0.28
H -2.43905 0.59420 -0.39396 -0.34 0.84 0.02
H -1.56912 -0.54068 -1.53020 -2.00 0.05 -0.95
H -0.66460 -1.10172 1.18458 -1.02 0.47 -1.77